1.
ORCA calculation (the ωB97M-V functional and the def2-TZVPD basis) on C41H35BrN10O5SSr as an isolated structure at a distorted geometry.

The value obtained for the total energy is -5510.21650 a.u. The calculation puts the orbital gap at 0.230 Ha. As for the energy above the lowest of the compared OMol25 structures with the same formula, charge and spin: 63.1 kJ/mol. The value obtained for the HOMO energy is -6.943 eV. The maximum force is 0.048 Eh/bohr.

XYZ file:
```
94
C41H35BrN10O5SSr | the OMol25 dataset | the ωB97M-V functional and the def2-TZVPD basis
Sr -0.476 -0.426 0.480
C 1.816 -1.521 2.619
C 2.813 -1.213 1.487
N 2.154 -0.696 0.273
C 2.722 0.537 -0.287
C 2.417 1.715 0.641
N 1.001 1.717 1.042
C 0.745 1.993 2.459
C 1.227 0.810 3.322
N 0.794 -0.473 2.750
H 2.373 -1.687 3.549
H 1.303 -2.451 2.381
H 3.369 -2.129 1.275
H 3.546 -0.478 1.831
H 2.109 -1.417 -0.437
H 2.239 0.720 -1.248
H 3.805 0.475 -0.458
H 2.703 2.646 0.147
H 3.033 1.636 1.538
H 0.472 2.337 0.436
H -0.334 2.105 2.589
H 1.227 2.913 2.813
H 0.865 0.945 4.343
H 2.317 0.820 3.376
H 0.000 -0.848 3.256
S -5.983 5.587 3.436
N -5.430 5.331 1.942
C -4.700 4.233 2.002
C -4.005 3.608 0.878
C -4.055 4.118 -0.421
C -3.401 3.443 -1.422
C -2.694 2.285 -1.094
N -2.610 1.808 0.140
C -3.273 2.448 1.114
C -3.218 1.845 2.472
N -2.518 0.710 2.610
C -2.494 0.123 3.797
C -3.111 0.651 4.930
C -3.810 1.829 4.801
C -3.886 2.433 3.546
C -4.644 3.659 3.303
N -5.331 4.330 4.208
H -4.616 5.025 -0.610
H -3.423 3.789 -2.447
H -2.172 1.719 -1.852
H -1.978 -0.834 3.843
H -3.038 0.139 5.880
H -4.312 2.294 5.640
Br 6.573 0.443 -2.526
C 5.220 0.567 -3.844
C 4.192 -0.362 -3.853
C 3.186 -0.255 -4.802
C 3.214 0.766 -5.749
C 4.270 1.663 -5.744
C 5.270 1.581 -4.782
N 2.299 0.811 -6.878
N 1.084 0.568 -6.723
C 0.492 0.555 -5.419
C -0.412 -0.456 -5.191
C -0.929 -0.727 -3.923
C -0.576 0.042 -2.816
O -0.943 -0.241 -1.620
C 0.195 1.258 -3.093
N 0.334 2.149 -2.066
C 0.950 3.284 -2.295
C 1.457 3.648 -3.556
C 1.336 2.766 -4.587
C 0.722 1.506 -4.380
H 4.174 -1.162 -3.125
H 2.379 -0.975 -4.812
H 4.295 2.445 -6.495
H 6.084 2.293 -4.772
H -0.653 -1.101 -6.031
H -1.576 -1.578 -3.758
H 1.038 3.972 -1.455
H 1.913 4.620 -3.701
H 1.676 3.043 -5.575
O 0.026 -2.694 0.079
C -0.738 -3.027 1.032
O -1.480 -2.201 1.660
C -0.739 -4.457 1.484
C 0.330 -5.275 1.159
C 0.398 -6.599 1.613
C -0.650 -7.042 2.374
O -0.820 -8.281 2.922
C -2.068 -8.242 3.624
O -2.620 -6.932 3.457
C -1.722 -6.232 2.690
C -1.799 -4.932 2.277
H 1.117 -4.873 0.533
H 1.233 -7.244 1.373
H -1.895 -8.435 4.682
H -2.744 -8.983 3.203
H -2.628 -4.283 2.530
```

Atom charges from the Löwdin analysis, given in e for atoms 1 to 6: atom 1 (Sr): 1.56, atom 2 (C): -0.18, atom 3 (C): -0.17, atom 4 (N): -0.13, atom 5 (C): -0.19, atom 6 (C): -0.19


2.
ORCA calculation (the ωB97M-V functional and the def2-TZVPD basis) on C48H48FN8NaO3S as an isolated structure at a distorted geometry.

The value obtained for the total energy is -3182.18092 a.u. The net charge is -2. The calculation puts the orbital gap at 0.138 Ha. As for the energy above the lowest of the compared OMol25 structures with the same formula, charge and spin: 25.6 kJ/mol. The value obtained for the HOMO energy is -1.039 eV. The maximum force is 0.030 Eh/bohr.

XYZ file:
```
110
C48H48FN8NaO3S | the OMol25 dataset | the ωB97M-V functional and the def2-TZVPD basis
Na -1.194 -0.771 0.588
N -0.322 2.744 3.778
C -0.623 1.894 2.701
S 0.761 1.197 1.925
N -1.889 1.835 2.445
N -2.342 1.002 1.443
C -3.540 1.278 1.080
C -4.371 0.577 0.116
C -5.669 1.073 -0.060
C -6.591 0.496 -0.911
C -6.204 -0.644 -1.630
C -4.942 -1.164 -1.494
C -3.951 -0.593 -0.623
O -2.803 -1.111 -0.523
H 0.543 2.493 4.229
H -1.105 2.847 4.407
H -4.018 2.140 1.565
H -5.959 1.949 0.516
H -7.590 0.905 -1.012
H -6.914 -1.124 -2.297
H -4.641 -2.052 -2.038
C 0.667 -3.910 4.966
C 0.194 -2.503 4.585
C 1.140 -1.442 5.151
C -1.249 -2.287 4.999
C -1.555 -2.037 6.326
C -2.866 -1.830 6.733
C -3.864 -1.852 5.776
C -3.608 -2.096 4.427
C -4.819 -1.973 3.506
C -5.172 -0.487 3.340
C -4.729 -2.627 2.128
C -2.281 -2.352 4.016
N -1.927 -2.579 2.704
C -1.781 -3.799 2.220
C -2.193 -5.012 2.858
C -2.045 -6.254 2.266
C -1.472 -6.394 1.006
C -1.025 -5.237 0.360
C -1.170 -4.014 0.954
F -0.650 -2.924 0.312
H 1.682 -4.087 4.596
H 0.010 -4.664 4.531
H 0.667 -4.036 6.054
H 0.232 -2.421 3.500
H 1.183 -1.468 6.244
H 0.829 -0.445 4.832
H 2.151 -1.614 4.771
H -0.759 -2.002 7.064
H -3.102 -1.641 7.775
H -4.891 -1.667 6.082
H -5.650 -2.450 4.043
H -4.331 0.043 2.890
H -5.393 -0.023 4.304
H -6.039 -0.370 2.684
H -3.976 -2.140 1.511
H -5.696 -2.532 1.623
H -4.480 -3.686 2.198
H -2.645 -4.928 3.840
H -2.389 -7.137 2.797
H -1.366 -7.366 0.539
H -0.547 -5.285 -0.612
C 7.988 5.850 -9.074
O 6.765 6.366 -8.602
C 6.065 5.596 -7.716
C 4.859 6.130 -7.261
C 4.080 5.426 -6.372
C 4.474 4.165 -5.904
C 5.682 3.652 -6.359
C 6.477 4.354 -7.259
C 3.605 3.454 -4.972
N 2.504 3.949 -4.454
C 1.991 2.960 -3.655
C 2.796 1.841 -3.694
N 3.823 2.171 -4.544
C 2.515 0.644 -2.975
C 3.314 -0.507 -2.982
C 2.939 -1.590 -2.228
C 1.767 -1.500 -1.465
N 1.000 -0.431 -1.454
C 1.338 0.632 -2.191
C 0.457 1.804 -2.152
N -0.662 1.713 -1.423
C -1.456 2.756 -1.355
C -1.197 3.969 -2.010
C -0.064 4.075 -2.776
C 0.792 2.972 -2.866
H 8.387 6.589 -9.764
H 7.850 4.903 -9.605
H 8.703 5.699 -8.259
H 4.556 7.103 -7.624
H 3.142 5.826 -6.011
H 6.036 2.689 -6.010
H 7.412 3.921 -7.584
H 4.597 1.585 -4.797
H 4.223 -0.536 -3.575
H 3.540 -2.490 -2.204
H 1.449 -2.316 -0.824
H -2.347 2.633 -0.750
H -1.883 4.799 -1.906
H 0.190 4.981 -3.311
C 3.948 -0.365 1.286
C 3.365 -1.712 1.695
O 1.962 -1.748 1.628
H 5.041 -0.397 1.327
H 3.590 0.419 1.956
H 3.635 -0.106 0.273
H 3.714 -1.960 2.709
H 3.729 -2.501 1.029
H 1.586 -0.910 1.961
```

Atom charges from the Löwdin analysis, given in e for atoms 1 to 6: atom 1 (Na): 0.19, atom 2 (N): 0.00, atom 3 (C): -0.91, atom 4 (S): 0.55, atom 5 (N): -0.03, atom 6 (N): -0.02


3.
ORCA calculation (the ωB97M-V functional and the def2-TZVPD basis) on a 3-piece molecular cluster, C3H10O3S overall at a distorted geometry.

The value obtained for the total energy is -743.84386 a.u. The net charge is +1. The calculation puts the orbital gap (spin up / spin down) at 0.353 / 0.184 Ha. As for the energy above the lowest of the compared OMol25 structures with the same formula, charge and spin: 25.8 kJ/mol. The spin multiplicity is 2. The value obtained for the HOMO energy (spin up / spin down) is -14.016 / -13.985 eV. Its expectation value of S² is 0.753. The maximum force is 0.029 Eh/bohr.

XYZ file:
```
17
C3H10O3S | the OMol25 dataset | the ωB97M-V functional and the def2-TZVPD basis
O 2.749 -0.463 0.286
C 1.767 0.189 0.469
C 0.356 -0.329 0.570
C -0.438 0.316 -0.559
S -2.213 -0.105 -0.816
H 1.837 1.300 0.415
H 0.055 -0.110 1.595
H 0.331 -1.418 0.516
H -0.425 1.401 -0.449
H -0.030 -0.079 -1.494
H -2.155 0.620 -1.948
H 1.888 -1.790 -1.297
H 1.297 -1.698 -2.654
O 1.022 -1.838 -1.744
H -2.416 1.833 2.811
H -1.858 0.608 2.162
O -1.767 1.563 2.137
```

Atom charges from the Löwdin analysis, given in e for atoms 1 to 6: atom 1 (O): 0.11, atom 2 (C): -0.25, atom 3 (C): -0.20, atom 4 (C): -0.45, atom 5 (S): 1.16, atom 6 (H): 0.15